Entry 1:
This record from the Open Molecules 2025 dataset describes a structure of composition C47H49F3N5O5S3V. The level of theory is ωB97M-V/def2-TZVPD.

**<S²>**: 3.763
**Highest occupied orbital energy (alpha / beta)**: -2.2 / -2.3 eV
**Calculated total energy**: -133570.588 eV
**Relative energy (zero: lowest compared OMol25 entry of this formula, charge and spin)**: 0.00 kcal/mol
**Max |F|**: 0.6 eV Å⁻¹
**LUMO level (alpha / beta)**: 2.17 / 2.17 eV
**Frontier orbital gap (alpha / beta)**: 0.1595 / 0.1660 Ha

Structure (ORCA input):
```
! wB97M-V def2-TZVPD RIJCOSX def2/J DEFGRID3
* xyz -1 4
V 0.738 0.703 0.816
F 1.754 2.921 6.179
C 2.157 2.705 4.921
F 2.718 3.833 4.472
F 3.107 1.763 4.951
S 0.733 2.181 3.866
O -0.194 3.277 3.948
O 0.328 0.927 4.443
O 1.389 2.050 2.560
S 0.644 3.504 -2.910
C 0.866 2.182 -1.835
N 0.615 2.402 -0.578
C 0.189 3.714 -0.390
C -0.226 4.262 0.825
C -0.634 5.579 0.837
C -0.639 6.350 -0.333
C -0.248 5.813 -1.541
C 0.163 4.481 -1.562
H 1.120 1.194 -2.189
H -0.229 3.671 1.724
H -0.957 6.021 1.771
H -0.967 7.381 -0.289
H -0.269 6.401 -2.449
C 1.123 -1.882 3.861
S 0.572 -1.568 2.180
O -0.772 -2.169 2.078
C 1.705 -2.671 1.328
C 3.068 -2.686 1.590
C 3.883 -3.562 0.890
C 3.335 -4.398 -0.077
C 1.977 -4.351 -0.349
C 1.149 -3.484 0.354
H 1.163 -2.962 3.996
H 0.378 -1.422 4.501
H 2.088 -1.414 4.047
H 3.496 -2.022 2.331
H 4.947 -3.587 1.095
H 3.975 -5.077 -0.627
H 1.550 -4.982 -1.118
H 0.090 -3.413 0.148
C 0.134 -0.492 -0.783
C -0.552 -0.976 -1.681
C -1.445 -1.288 -2.740
C -1.139 -0.683 -4.009
C -2.084 -0.344 -5.014
C -1.727 0.331 -6.166
C -0.414 0.710 -6.419
C 0.539 0.386 -5.455
C 0.193 -0.278 -4.298
C -2.619 -2.053 -2.395
C -3.517 -2.636 -3.322
C -4.629 -3.354 -2.918
C -4.916 -3.557 -1.574
C -4.019 -3.040 -0.640
C -2.911 -2.316 -1.029
H -3.128 -0.566 -4.855
H -2.504 0.581 -6.883
H -0.143 1.234 -7.326
H 1.580 0.651 -5.618
H 0.960 -0.537 -3.576
H -3.311 -2.568 -4.379
H -5.276 -3.782 -3.677
H -5.784 -4.125 -1.265
H -4.179 -3.210 0.420
H -2.230 -1.945 -0.271
C -5.800 0.853 0.712
N -4.463 0.332 0.466
N -3.524 0.659 1.450
C -2.313 0.942 0.845
O -1.262 0.988 1.506
C -2.577 1.017 -0.564
C -3.855 0.621 -0.747
C -4.604 0.442 -2.016
C -3.637 0.079 2.736
C -3.006 0.699 3.811
C -3.086 0.111 5.062
C -3.809 -1.059 5.251
C -4.448 -1.655 4.174
C -4.359 -1.097 2.908
H -6.074 0.637 1.742
H -6.499 0.342 0.053
H -5.851 1.934 0.543
H -1.826 1.146 -1.321
H -3.895 0.412 -2.842
H -5.307 1.262 -2.185
H -5.154 -0.501 -2.004
H -2.445 1.611 3.666
H -2.570 0.580 5.890
H -3.869 -1.509 6.234
H -5.000 -2.577 4.309
H -4.804 -1.584 2.050
C 6.947 -0.831 0.273
C 6.392 0.415 -0.409
N 4.968 0.342 -0.688
C 4.536 -0.141 -1.995
C 4.329 -1.648 -2.101
C 4.036 0.606 0.276
C 4.471 1.344 1.510
N 2.803 0.255 0.175
H 8.004 -0.702 0.511
H 6.844 -1.709 -0.364
H 6.412 -1.034 1.202
H 6.900 0.574 -1.363
H 6.599 1.296 0.199
H 5.283 0.191 -2.720
H 3.608 0.377 -2.252
H 5.269 -2.189 -1.975
H 3.920 -1.902 -3.079
H 3.632 -2.013 -1.347
H 4.960 2.287 1.263
H 5.174 0.748 2.096
H 3.591 1.549 2.111
H 2.595 -0.310 -0.644
*
```



Entry 2:
This record from the Open Molecules 2025 dataset describes the ion C18H18NO with charge +1 at a distorted geometry. The level of theory is ωB97M-V/def2-TZVPD.

**Highest occupied orbital energy**: -10.7 eV
**Calculated total energy**: -22486.556 eV
**Relative energy (zero: lowest compared OMol25 entry of this formula, charge and spin)**: 48.45 kcal/mol
**Max |F|**: 4.2 eV Å⁻¹
**LUMO level**: -5.71 eV
**Frontier orbital gap**: 0.1824 Ha

Structure (ORCA input):
```
! wB97M-V def2-TZVPD RIJCOSX def2/J DEFGRID3
* xyz 1 1
C -0.956 -0.323 2.038
C 0.403 -0.983 2.381
O 1.431 0.206 2.323
C 0.719 1.273 2.058
C -0.825 1.168 2.055
H -1.558 -0.894 1.338
H -1.655 -0.402 2.910
H 0.299 -1.304 3.421
H 0.738 -1.724 1.666
H 1.202 2.248 1.742
H -1.215 1.635 3.044
C -3.228 1.350 1.179
C -1.773 1.836 1.108
N -1.790 3.338 1.184
C -1.283 4.197 0.159
C -0.656 3.936 -1.063
C -0.148 5.022 -1.814
C -0.235 6.365 -1.317
C -0.816 6.622 -0.076
C -1.365 5.555 0.632
C -2.073 5.499 1.868
C -2.407 4.147 2.139
C -3.113 3.822 3.336
C -3.496 4.866 4.167
C -3.182 6.195 3.923
C -2.411 6.505 2.780
H -3.596 0.518 0.585
H -3.518 1.159 2.221
H -3.955 2.135 0.831
H -1.415 1.653 0.104
H -0.628 2.864 -1.399
H 0.302 4.825 -2.795
H 0.127 7.127 -1.968
H -0.829 7.647 0.270
H -3.322 2.793 3.568
H -4.108 4.620 5.043
H -3.549 6.958 4.639
H -2.144 7.559 2.696
*
```



Entry 3:
This record from the Open Molecules 2025 dataset describes a cluster of 4 separate species, C23H33ClFNO8P in total at a distorted geometry. The level of theory is ωB97M-V/def2-TZVPD.

**Highest occupied orbital energy**: -11.7 eV
**Calculated total energy**: -66780.491 eV
**Max |F|**: 1.3 eV Å⁻¹
**LUMO level**: -2.55 eV
**Frontier orbital gap**: 0.3350 Ha

Structure (ORCA input):
```
! wB97M-V def2-TZVPD RIJCOSX def2/J DEFGRID3
* xyz 1 1
O -1.487 -1.960 0.406
P -1.154 -0.534 -0.297
Cl -1.799 0.815 1.125
C 0.699 -0.304 -0.062
C 1.152 0.059 1.388
C 2.433 -0.762 1.544
N 1.986 -2.044 0.916
C 2.934 -3.190 0.873
O 3.268 -3.611 2.152
C 2.194 -3.690 3.039
C 1.048 -4.406 2.709
C -0.013 -4.435 3.603
C 0.080 -3.764 4.809
C 1.240 -3.066 5.130
C 2.302 -3.025 4.242
C 1.586 -1.496 -0.435
F 0.960 -2.483 -1.152
H -1.116 -2.154 1.278
H 0.939 0.549 -0.691
H 0.452 -0.336 2.134
H 1.274 1.118 1.589
H 2.863 -0.889 2.532
H 3.192 -0.344 0.879
H 1.082 -2.301 1.320
H 3.830 -2.830 0.364
H 2.479 -3.972 0.261
H 0.972 -4.939 1.767
H -0.910 -4.990 3.354
H -0.741 -3.771 5.514
H 1.299 -2.547 6.078
H 3.212 -2.481 4.468
H 2.492 -1.161 -0.949
O 3.729 -0.031 -2.183
C 3.017 0.333 -3.085
O 1.719 0.602 -2.853
C 1.023 0.899 -4.098
C 2.133 1.348 -5.043
C 3.331 0.528 -4.548
H 0.528 -0.013 -4.432
H 0.273 1.660 -3.908
H 1.885 1.186 -6.088
H 2.328 2.412 -4.903
H 3.379 -0.456 -5.017
H 4.288 1.027 -4.667
O -8.046 1.144 -1.127
C -7.211 0.824 -0.341
O -6.158 0.032 -0.683
C -5.368 -0.277 0.471
C -5.671 0.829 1.477
C -7.122 1.167 1.136
H -5.663 -1.264 0.838
H -4.323 -0.311 0.173
H -5.510 0.523 2.509
H -5.035 1.693 1.276
H -7.832 0.537 1.674
H -7.377 2.210 1.294
O -0.972 3.700 -3.348
C -0.144 4.056 -2.564
O 0.780 4.997 -2.858
C 1.723 5.137 -1.781
C 1.004 4.598 -0.548
C 0.095 3.530 -1.160
H 2.613 4.553 -2.029
H 2.001 6.184 -1.701
H 1.688 4.231 0.214
H 0.393 5.383 -0.102
H 0.597 2.565 -1.253
H -0.844 3.408 -0.628
*
```